DFT (wB97M-V/def2-TZVPD) results for a 8-piece molecular cluster, C23H55Br2ClF3O12PS overall.

```
98
C23H55Br2ClF3O12PS (wB97M-V/def2-TZVPD)
C 3.56458 2.56996 4.33298
C 3.03519 2.04984 3.00554
Cl 4.33673 2.32386 1.77212
C 1.76991 2.70989 2.42839
C 0.61801 2.99772 3.42295
C -0.82529 2.50666 3.04563
C -1.06049 2.35938 1.52192
O -2.45527 2.33796 1.16179
C -3.27762 1.26536 1.29342
F -3.94068 1.34520 2.45420
F -2.74032 0.04682 1.23818
F -4.19394 1.32572 0.32488
P -1.09983 0.74465 3.70554
O -0.68787 0.77032 5.29769
Br 0.68196 -0.31265 2.85977
C -1.89296 3.34870 3.79534
Br -2.70359 4.79985 2.77527
C -1.31787 3.94079 5.07724
O -0.44957 5.05231 4.80409
S 0.70746 4.78068 3.73873
O 1.95000 5.09562 4.38292
O 0.41014 5.46354 2.51308
H 4.39601 1.92816 4.64132
H 2.82447 2.53438 5.13675
H 3.96432 3.58002 4.23990
H 2.94207 0.96683 3.04603
H 1.44664 2.10188 1.58409
H 2.09664 3.65899 1.99078
H 0.85591 2.55214 4.39479
H -0.50253 1.50295 1.13842
H -0.63818 3.22676 1.00620
H 0.24259 0.55024 5.45416
H -2.73321 2.70676 4.08058
H -2.13278 4.32069 5.69262
H -0.77090 3.19071 5.64849
C 0.94387 -0.00469 -3.01542
C -0.05780 0.47774 -1.98362
O 0.56576 1.25647 -0.96682
H 1.72254 -0.60393 -2.54372
H 0.45679 -0.61454 -3.77622
H 1.42914 0.84225 -3.51107
H -0.52513 -0.35888 -1.48519
H -0.84719 1.07018 -2.46267
H 0.97689 2.01412 -1.39598
C -5.01697 -2.38466 -2.62510
C -5.11493 -2.66182 -1.13788
O -4.16352 -1.89669 -0.39520
H -4.01629 -2.60294 -2.99010
H -5.72326 -2.99346 -3.18948
H -5.22350 -1.33029 -2.83158
H -4.89009 -3.70600 -0.92641
H -6.12491 -2.45107 -0.77108
H -4.35838 -0.96483 -0.54536
C -5.23190 -5.23249 -6.93802
C -4.55330 -4.01585 -6.33724
O -3.95323 -4.31875 -5.07644
H -5.99639 -5.61723 -6.26165
H -5.69953 -4.98903 -7.89311
H -4.50711 -6.03301 -7.10582
H -5.28046 -3.22503 -6.15291
H -3.78685 -3.63099 -7.01255
H -3.29707 -5.00606 -5.22690
C 0.38925 -3.62915 -0.85021
C 0.65403 -2.52728 0.15090
O 1.35466 -3.00397 1.30269
H -0.19358 -4.43418 -0.39864
H -0.15541 -3.24284 -1.71152
H 1.33248 -4.05101 -1.20000
H -0.28032 -2.10132 0.51370
H 1.23360 -1.72412 -0.31955
H 2.18874 -3.37709 1.00073
C 5.24570 -2.01228 -3.12226
C 4.15628 -2.31745 -2.11393
O 2.96642 -2.79984 -2.73440
H 4.89513 -1.27528 -3.84565
H 6.13781 -1.62335 -2.62992
H 5.52417 -2.91300 -3.67476
H 3.86998 -1.41379 -1.57549
H 4.51182 -3.05076 -1.38125
H 3.18480 -3.60847 -3.20864
C 4.56883 4.87219 7.84106
C 3.51458 5.88617 8.24787
O 3.28958 6.85495 7.23384
H 5.50811 5.37509 7.60926
H 4.74634 4.14668 8.63715
H 4.25385 4.33127 6.94492
H 3.83433 6.43679 9.13210
H 2.57353 5.37707 8.48828
H 2.99336 6.38315 6.44715
C 0.18811 -3.94008 -6.33953
C -0.32350 -3.52231 -7.70484
O -1.62877 -2.95496 -7.63170
H -0.49137 -4.65986 -5.88098
H 1.17852 -4.39222 -6.41344
H 0.25279 -3.07873 -5.66997
H -0.40404 -4.38454 -8.36573
H 0.36459 -2.80531 -8.16504
H -1.58127 -2.18143 -7.06044
```

Structure (SMILES) = C[C@H](Cl)C[C@@H]1[C@@](COC(F)(F)F)(P(O)Br)[C@H](Br)COS1(=O)=O.CCO.CCO.CCO.CCO.CCO.CCO.CCO
Kohn-Sham gap = 9.59 eV
Total charge = 0

Partial atomic charges computed with the Löwdin method, in multiples of e: -0.144, -0.727, 0.610, -0.259, -0.311, -0.550, -0.193, -0.023, -0.731, 0.134, 0.143, 0.170, 0.730, -0.352, 0.610, -0.632, 0.880, -0.238, -0.239, 0.640, -0.255, -0.272, 0.082, 0.072, 0.070, 0.017, 0.072, 0.099, 0.093, 0.061, 0.141, 0.040, 0.081, 0.136, 0.116, -0.072, -0.304, -0.091, 0.047, 0.073, 0.079, 0.096, 0.116, 0.091, -0.096, -0.312, -0.095, 0.064, 0.071, 0.074, 0.111, 0.108, 0.052, -0.089, -0.314, -0.097, 0.074, 0.074, 0.072, 0.111, 0.083, 0.074, -0.081, -0.352, -0.135, 0.079, 0.074, 0.056, 0.090, 0.094, 0.077, -0.087, -0.322, -0.104, 0.076, 0.077, 0.074, 0.107, 0.110, 0.085, -0.087, -0.326, -0.078, 0.077, 0.072, 0.056, 0.109, 0.106, 0.058, -0.086, -0.313, -0.091, 0.070, 0.074, 0.066, 0.112, 0.109, 0.086

DFT (wB97M-V/def2-TZVPD) results for C29H27BrCoN9O7 as an isolated structure.

```
74
C29H27BrCoN9O7 (wB97M-V/def2-TZVPD)
Co -0.44663 -1.38008 0.24807
O -1.82605 -6.75093 1.28044
C -2.43588 -5.93569 2.12194
O -3.11396 -6.30314 3.03583
C -2.25038 -4.45776 1.91418
C -2.82200 -3.50156 2.73455
N -2.44533 -2.29276 2.28371
N -1.68284 -2.41780 1.19062
C -1.54405 -3.71983 0.96983
C -0.69864 -4.02178 -0.21436
O -0.39784 -5.12762 -0.57814
O -0.36134 -2.89349 -0.81224
H -1.30194 -6.30204 0.59128
H -3.47805 -3.62717 3.58266
H -2.72552 -1.38891 2.62913
C 3.04428 -3.00166 -0.77391
O 2.19451 -1.85314 -0.87344
C 2.76705 -0.62571 -0.84952
C 4.06755 -0.33093 -0.48715
C 4.45544 1.00890 -0.49099
Br 6.21788 1.43609 0.01864
C 3.58918 2.01907 -0.84907
C 2.27782 1.71704 -1.23410
C 1.89430 0.38759 -1.22902
O 0.55707 0.03846 -1.45942
C 1.37133 2.83240 -1.56407
N 1.71790 4.07709 -1.43876
C 0.60790 4.81585 -1.82897
C 0.43685 6.19706 -1.89935
C -0.77946 6.66522 -2.34249
C -1.81416 5.78739 -2.71208
C -1.66058 4.41397 -2.64571
C -0.43164 3.95053 -2.19501
N 0.06907 2.67240 -2.00360
H 3.83382 -2.95197 -1.52307
H 2.41101 -3.86317 -0.96323
H 3.48213 -3.07800 0.22305
H 4.77106 -1.10373 -0.21239
H 3.89850 3.05521 -0.84659
H 0.51392 -0.66029 -2.13559
H 1.24157 6.86502 -1.62139
H -0.94883 7.73082 -2.41800
H -2.74988 6.20133 -3.06379
H -2.45671 3.74241 -2.94399
H -0.36714 1.79967 -2.23617
N -1.96106 -1.72827 -2.68873
C -2.52704 -0.84047 -1.84568
C -3.69928 -0.15646 -2.25294
C -4.24257 0.82051 -1.47492
C -3.62874 1.13842 -0.24992
C -2.51589 0.44330 0.10154
N -1.94562 -0.53002 -0.66651
H -2.47128 -1.97615 -3.52033
H -1.28479 -2.39581 -2.34353
H -4.14726 -0.43318 -3.19892
H -5.13894 1.33665 -1.79345
H -4.02759 1.89666 0.40884
H -2.03620 0.62653 1.05607
C 2.51642 -1.89382 3.79268
N 1.82952 -0.76131 3.14334
C 2.02024 0.54080 3.53051
C 1.44208 1.57368 2.88563
C 0.59982 1.29883 1.76594
N 0.36012 0.01031 1.45655
C 1.02064 -0.98814 2.09130
O 0.80486 -2.13200 1.59231
N 0.07976 2.26162 1.02794
H 2.85735 -1.57379 4.77247
H 3.36520 -2.20866 3.18983
H 1.82040 -2.71955 3.89974
H 2.68142 0.68555 4.37386
H 1.63983 2.59064 3.19097
H 0.30464 3.22686 1.21759
H -0.39733 2.06292 0.15951
```

Relative energy (zero: lowest compared OMol25 entry of this formula, charge and spin) = 73.1 kJ/mol
Kohn-Sham gap = 5.32 eV
Total charge = +2

Partial atomic charges computed with the Löwdin method, in multiples of e: 0.734, 0.175, -0.478, 0.160, -0.001, 0.071, 0.107, 0.008, -0.091, -0.467, 0.161, -0.085, 0.087, 0.164, 0.178, -0.011, -0.118, -0.235, -0.040, -0.667, 0.821, -0.058, -0.074, -0.174, 0.001, -0.296, 0.190, -0.217, -0.001, -0.068, -0.070, -0.024, -0.198, 0.145, 0.113, 0.099, 0.098, 0.112, 0.116, 0.132, 0.122, 0.112, 0.111, 0.105, 0.135, 0.189, -0.313, 0.020, -0.016, -0.037, -0.141, 0.031, 0.129, 0.083, 0.132, 0.132, 0.123, 0.095, 0.052, -0.003, 0.027, 0.054, -0.300, 0.138, -0.430, 0.039, 0.251, 0.108, 0.110, 0.107, 0.155, 0.137, 0.151, 0.093

DFT (wB97M-V/def2-TZVPD) results for C29H30Cl3F3GeN10O6PSbScTe as an isolated structure.

```
86
C29H30Cl3F3GeN10O6PSbScTe (wB97M-V/def2-TZVPD)
Sc -0.42859 -0.85033 0.36363
C 3.61205 -1.97578 1.94197
C 2.60324 -1.94026 0.80807
C 2.90669 -2.97647 -0.26559
O 1.28903 -2.23041 1.31682
C 2.58190 -0.55446 0.14402
O 3.62334 -0.03171 -0.20968
O 1.39610 -0.06548 -0.04155
H 3.63848 -2.97609 2.38008
H 3.35288 -1.24808 2.71527
H 4.59683 -1.71734 1.55679
H 2.87500 -3.97562 0.17188
H 3.89421 -2.78491 -0.68438
H 2.16737 -2.92945 -1.06604
H 1.24745 -1.90434 2.23288
N -0.79421 -2.39973 -3.01541
C -1.25762 -1.10468 -2.83725
N -1.81690 -0.42591 -3.81986
N -2.09234 0.77330 -3.26971
N -1.73401 0.80250 -2.03920
N -1.18595 -0.39974 -1.70547
C -0.71404 -3.28090 -1.95889
N -0.85160 -4.59731 -2.08095
N -0.71576 -5.05668 -0.83027
N -0.50625 -4.07689 -0.02288
N -0.47909 -2.90954 -0.70822
H -1.07003 -2.81284 -3.89128
Cl 2.93046 1.26492 4.37995
Ge 0.96008 1.88980 3.36292
Cl -0.17934 2.35468 5.29850
Cl 0.12345 -0.39220 3.26766
C -2.85239 -0.59566 5.33793
C -3.16553 -1.04911 3.93754
O -2.63924 -2.41090 3.77826
P -2.34246 -2.96650 2.33391
O -1.95945 -1.92551 1.34737
Te -0.69830 -4.69534 2.63604
O -3.71385 -3.58400 1.80490
C -4.40764 -4.58163 2.56172
C -5.40301 -5.24878 1.64248
H -3.24225 0.41316 5.47983
H -1.77513 -0.55724 5.49002
H -3.30368 -1.26094 6.07681
H -2.69989 -0.40228 3.19512
H -4.24038 -1.09568 3.74860
H -4.89907 -4.09893 3.41003
H -3.68785 -5.30908 2.94871
H -6.10263 -4.51665 1.23933
H -5.96496 -6.00768 2.18987
H -4.88441 -5.72498 0.81094
F -2.89578 6.95370 -4.31412
C -2.06887 6.06681 -3.69271
C -2.62192 5.00139 -3.01608
C -1.76851 4.10696 -2.38130
C -0.38216 4.26804 -2.43570
C 0.12912 5.36472 -3.12463
C -0.70780 6.27572 -3.76006
Sb 0.80211 2.78497 -1.39771
C 1.30587 1.68501 -3.18163
C 2.37139 0.78478 -3.11198
C 2.75854 0.04720 -4.22226
C 2.06139 0.22206 -5.40074
F 2.43480 -0.49941 -6.49486
C 1.00204 1.09324 -5.51085
C 0.63021 1.82667 -4.38792
C 2.67220 3.88216 -1.49329
C 3.22888 4.34540 -0.30325
C 4.43584 5.03652 -0.28208
C 5.08006 5.25405 -1.47925
F 6.26253 5.92872 -1.47672
C 4.57875 4.80429 -2.68386
C 3.37356 4.11413 -2.67712
H -3.69605 4.87527 -2.98689
H -2.19128 3.26624 -1.84309
H 1.19956 5.52738 -3.16995
H -0.31884 7.13210 -4.29598
H 2.91721 0.65770 -2.18368
H 3.58031 -0.65587 -4.17798
H 0.46432 1.17774 -6.44587
H -0.21966 2.49378 -4.46015
H 2.72404 4.15310 0.63764
H 4.87612 5.38635 0.64222
H 5.12936 4.98546 -3.59803
H 2.97997 3.73830 -3.61530
N -2.19149 1.94570 1.35423
C -1.61658 0.99865 1.01426
```

Spin multiplicity = 2
Relative energy (zero: lowest compared OMol25 entry of this formula, charge and spin) = 0.0 kJ/mol
Kohn-Sham gap (alpha / beta) = 7.11 / 6.21 eV
Expectation value of S² = 0.75
Total charge = -2

Partial atomic charges computed with the Löwdin method, in multiples of e: 0.756, -0.004, -0.511, 0.003, -0.212, -0.571, 0.063, -0.196, 0.092, 0.059, 0.092, 0.091, 0.093, 0.082, -0.038, 0.144, -0.459, 0.043, -0.070, -0.078, -0.033, -0.459, 0.035, -0.077, -0.218, -0.023, 0.131, -0.199, 0.089, -0.196, 0.093, -0.088, -0.257, -0.297, 0.160, -0.420, 0.778, -0.255, -0.313, -0.075, 0.080, 0.043, 0.071, 0.065, 0.120, 0.115, 0.065, 0.078, 0.073, 0.082, 0.020, -0.295, -0.016, -0.129, -0.381, -0.114, -0.032, 1.556, -0.381, -0.112, -0.012, -0.290, 0.020, -0.024, -0.130, -0.375, -0.121, -0.023, -0.293, 0.023, -0.023, -0.128, 0.114, 0.073, 0.082, 0.107, 0.075, 0.113, 0.111, 0.088, 0.088, 0.112, 0.109, 0.098, -0.037, -0.420

DFT (wB97M-V/def2-TZVPD) results for C25H36B4Ca2F16O21 as an isolated structure in a non-equilibrium geometry.

```
104
C25H36B4Ca2F16O21 (wB97M-V/def2-TZVPD)
Ca -3.84905 2.42157 3.44736
Ca 3.58927 2.08549 -1.59123
B -2.63640 7.90172 3.64614
F -3.38384 8.82437 2.96528
F -2.98226 8.05682 4.96997
F -2.90027 6.58226 3.27861
F -1.30543 8.23457 3.56312
B 4.13672 1.81093 -5.91223
F 3.78058 2.47705 -6.99034
F 4.93191 0.74633 -6.24515
F 4.76998 2.63198 -5.02582
F 3.10912 1.31152 -5.23122
B -0.45383 1.77451 0.52119
F 0.61772 2.56897 0.85962
F -1.60639 2.49951 0.25434
F 0.02037 1.12453 -0.58883
F -0.81491 0.86325 1.49914
B -7.97540 1.80444 -0.76923
F -8.71272 3.00073 -0.58710
F -7.86669 1.55252 -2.12966
F -6.79793 1.85621 -0.01239
F -8.81417 0.75636 -0.31221
C -3.22125 -6.05795 3.14328
C -4.54143 -6.32433 3.79026
O -5.05634 -5.03057 4.02318
C -4.20272 -4.12300 3.61406
O -4.42522 -2.91521 3.77430
O -3.17020 -4.66319 3.08243
H -3.15780 -6.42606 2.11928
H -2.36634 -6.37642 3.73977
H -4.53963 -6.90848 4.71050
H -5.17773 -6.89702 3.11553
C 0.47953 -2.61020 8.62658
C 0.25133 -2.46565 7.11733
O 1.02870 -3.57161 6.64576
C 1.51050 -4.28755 7.65575
O 2.28561 -5.24421 7.53606
O 1.03929 -3.83611 8.76981
H -0.43475 -2.48795 9.20730
H 1.13669 -1.87479 9.09070
H 0.56946 -1.49967 6.72516
H -0.77874 -2.54569 6.76997
C 5.00870 -6.04041 0.59798
C 3.60686 -5.74282 1.20037
O 3.41737 -4.38278 0.92324
C 4.25354 -3.94871 -0.06590
O 4.22062 -2.84642 -0.60433
O 5.14202 -4.93521 -0.31156
H 4.97402 -6.97543 0.03887
H 5.76459 -6.02494 1.38316
H 3.67159 -5.89026 2.27842
H 2.79196 -6.32684 0.77264
C 8.81323 -2.55492 5.90171
C 7.24003 -2.43986 5.70953
C 6.69359 -1.47974 6.73858
O 5.81513 -0.73499 5.92987
C 6.09031 -0.77309 4.58300
O 5.74360 -0.00081 3.65582
O 6.88660 -1.86363 4.45029
H 9.27632 -2.74749 4.93394
H 8.98565 -3.34247 6.63529
H 9.24449 -1.69327 6.41129
H 6.69449 -3.37219 5.85524
H 7.47102 -0.80821 7.10292
H 6.22863 -1.93101 7.61509
C -5.43487 1.06655 -7.03659
C -4.98717 2.38762 -6.28668
C -4.14244 2.14837 -4.99845
O -2.93456 2.71156 -5.25209
C -2.91416 3.25612 -6.49373
O -1.86742 3.66566 -6.99502
O -4.09963 3.02771 -7.12132
H -4.79713 0.18602 -7.11451
H -5.76815 1.22468 -8.06227
H -6.31793 0.79714 -6.45717
H -5.88266 2.99275 -6.14526
H -3.95852 1.10274 -4.75160
H -4.54894 2.75398 -4.18846
C -2.34477 9.08521 -4.02708
C -0.87092 9.27272 -3.59354
C -0.64478 9.53898 -2.10764
O 0.12245 8.44355 -1.68742
C 0.51422 7.75117 -2.65046
O 1.16518 6.71200 -2.56586
O -0.01154 8.16456 -3.81535
H -2.33270 8.71772 -5.05320
H -2.89060 10.02816 -4.05858
H -2.91120 8.31357 -3.50570
H -0.44978 10.12528 -4.12635
H -1.49586 9.66972 -1.43931
H -0.13841 10.49508 -1.97520
C -0.23351 -2.93572 -6.07989
C 0.39183 -3.66825 -4.93328
C -0.63909 -3.98867 -3.84475
O -0.21594 -5.26729 -3.43277
C 0.66806 -5.79766 -4.32167
O 1.14333 -6.92442 -4.29257
O 0.94538 -4.93990 -5.24268
H -1.05198 -3.36984 -6.65411
H 0.50821 -2.57395 -6.79198
H -0.58789 -1.97355 -5.71008
H 1.19096 -3.05048 -4.52355
H -1.68955 -3.88362 -4.11605
H -0.60724 -3.14972 -3.14960
```

Relative energy (zero: lowest compared OMol25 entry of this formula, charge and spin) = 2156.2 kJ/mol
Kohn-Sham gap = 3.91 eV
Total charge = 0

Löwdin population analysis, charges in e, atoms 1 to 99: 1.940, 1.905, -1.392, 0.128, 0.098, 0.064, 0.118, -1.554, 0.218, 0.133, 0.109, 0.150, -1.375, 0.109, 0.114, 0.117, 0.101, -1.262, 0.061, 0.098, 0.060, 0.052, -0.108, -0.112, 0.100, -0.616, 0.078, 0.107, 0.142, 0.139, 0.136, 0.135, -0.150, -0.086, 0.076, -0.583, 0.116, 0.105, 0.135, 0.136, 0.126, 0.125, -0.080, -0.128, 0.045, -0.511, 0.099, 0.055, 0.133, 0.129, 0.129, 0.133, 0.001, -0.286, -0.121, 0.041, -0.449, 0.086, 0.071, 0.084, 0.081, 0.073, 0.152, 0.125, 0.142, -0.017, -0.290, -0.123, 0.059, -0.484, 0.122, 0.076, 0.076, 0.076, 0.078, 0.151, 0.137, 0.139, -0.011, -0.295, -0.077, 0.138, -0.624, 0.089, 0.105, 0.081, 0.086, 0.088, 0.147, 0.144, 0.133, -0.028, -0.310, -0.113, 0.074, -0.572, 0.124, 0.128, 0.095